[1]
Here is a cluster of 3 separate species, C5H9Cl3NO in total in a non-equilibrium geometry from the OMol25 dataset. Energies are from wB97M-V/def2-TZVPD.

Structure (XYZ):
```
19
Properties=species:S:1:pos:R:3:nbo_charge:R:1
C -1.204 0.048 -0.143 0.57
C 0.126 1.333 -1.703 -0.42
C 0.325 1.449 0.823 -0.24
C -0.345 0.493 1.856 -0.09
C 1.103 -1.307 -0.660 -0.24
N -0.342 0.957 -0.412 -0.30
O -1.391 -0.249 1.099 -0.39
Cl -0.395 -3.543 0.404 -0.24
Cl 2.394 -1.843 0.257 0.14
Cl 1.177 -1.746 -2.332 0.08
H -1.790 -0.313 -0.980 0.24
H -0.397 0.728 -2.425 0.23
H 1.194 0.985 -1.749 0.23
H 0.071 2.449 -1.839 0.25
H 0.037 2.377 1.107 0.23
H 1.383 1.331 0.723 0.23
H -0.864 1.042 2.572 0.22
H 0.300 -0.151 2.505 0.24
H -1.384 -4.040 0.896 0.27
```

Output
ΔE to the lowest compared entry with this formula, charge and spin in kJ/mol: 280.9
Total charge: +1
Molar mass in Da: 205.492
LUMO level in Ha: -0.1749
HOMO-LUMO gap in eV: 8.3



[2]
Here is the ion C5H9ClFN4O with charge +1 in a non-equilibrium geometry from the OMol25 dataset. Energies are from wB97M-V/def2-TZVPD.

Structure (XYZ):
```
21
Properties=species:S:1:pos:R:3:nbo_charge:R:1
H 3.041 0.393 -2.345 0.37
N 2.099 0.486 -2.701 -0.54
C 1.134 0.139 -2.000 0.49
N -0.124 0.265 -2.538 -0.35
C -1.189 -0.124 -2.006 0.11
C -1.287 -0.813 -0.671 0.13
F -1.383 -2.167 -0.813 -0.34
C 0.142 -0.539 0.214 0.54
N 0.360 -1.801 1.047 -0.71
O -0.011 0.439 1.165 -0.54
C -0.060 1.796 0.715 -0.27
N 1.226 -0.418 -0.676 -0.50
Cl 2.785 -0.277 0.159 0.15
H -2.111 0.025 -2.560 0.22
H -2.129 -0.474 -0.057 0.21
H 1.297 -1.702 1.475 0.46
H 0.329 -2.644 0.451 0.47
H -0.356 -1.864 1.784 0.46
H -0.173 2.383 1.622 0.23
H -0.914 1.963 0.056 0.19
H 0.860 2.082 0.203 0.20
```

Output
ΔE to the lowest compared entry with this formula, charge and spin in kJ/mol: 46.0
Total charge: +1
SMILES: [H]/N=C1/N=C[C@@H](F)[C@]([NH3+])(OC)N1Cl
Molar mass in Da: 195.605
LUMO level in Ha: -0.1476
HOMO-LUMO gap in eV: 10.0



[3]
Here is a structure of composition C5H9F2N in a non-equilibrium geometry from the OMol25 dataset. Energies are from wB97M-V/def2-TZVPD.

Structure (XYZ):
```
17
Properties=species:S:1:pos:R:3:nbo_charge:R:1
C -0.559 0.625 0.856 -0.08
C 0.196 -0.370 -0.099 -0.08
C -1.359 -0.187 -0.081 0.66
C 0.585 -1.785 0.358 -0.61
C 0.945 0.376 -1.335 -0.64
N -0.298 1.979 0.742 -0.86
F -2.196 -1.148 0.343 -0.32
F -2.000 0.369 -1.132 -0.33
H -0.432 0.118 2.109 0.14
H 0.696 -2.256 -0.637 0.22
H -0.184 -2.279 0.836 0.23
H 1.539 -1.892 0.880 0.21
H 0.544 0.023 -2.335 0.23
H 1.996 0.144 -1.407 0.21
H 0.863 1.492 -1.027 0.24
H -1.042 2.628 0.981 0.40
H 0.705 2.163 0.948 0.39
```

Output
ΔE to the lowest compared entry with this formula, charge and spin in kJ/mol: 189.5
Total charge: 0
Molar mass in Da: 121.130
LUMO level in Ha: 0.0315
HOMO-LUMO gap in eV: 9.8



So what do the calculations give for HOMO level? Going down the list: -13.1, -14.0, -8.9 eV.
So what do the calculations give for energy? Going down the list: -1706.10536, -1049.90891, -450.30473 Eh.